[1]
{
  "formula": "C24H30CuN3O4Se2Si2",
  "method": "the ωB97M-V functional and the def2-TZVPD basis",
  "spin_multiplicity": 2,
  "s2": 0.75,
  "de_lowest_kcal_mol": 8.4,
  "total_charge": -1,
  "orbital_gap_ev": [6.222, 5.932],
  "lumo_energy_ha": [0.0926, 0.0837],
  "energy_ev": -229127.90950,
  "species": ["Cu", "O", "C", "O", "C", "C", "C", "C", "C", "N", "C", "O", "O", "H", "H", "H", "Se", "Se", "C", "C", "C", "C", "C", "N", "C", "C", "C", "C", "C", "N", "H", "H", "H", "H", "H", "H", "H", "H", "C", "Si", "C", "C", "C", "Si", "C", "C", "C", "H", "H", "H", "H", "H", "H", "H", "H", "H", "H", "H", "H", "H", "H", "H", "H", "H", "H", "H"],
  "positions_angstrom": [[-1.26797, -0.28456, -1.67618], [-1.60911, 3.64113, -2.26312], [-1.62745, 2.46195, -1.93314], [-1.26726, 1.44835, -2.63010], [-2.14947, 2.11302, -0.53858], [-2.51942, 3.01928, 0.44157], [-2.95322, 2.51930, 1.66304], [-2.98784, 1.14706, 1.88579], [-2.58913, 0.30897, 0.85883], [-2.21067, 0.80887, -0.30756], [-2.49656, -1.21672, 0.91637], [-2.98250, -1.79163, 1.88720], [-1.90784, -1.71864, -0.09413], [-2.46153, 4.07993, 0.24179], [-3.25107, 3.20168, 2.44969], [-3.30458, 0.72077, 2.82729], [-1.02041, -3.53721, -2.60732], [0.25442, -2.18898, -3.92806], [1.31016, -1.07517, -2.70993], [2.61323, -0.90824, -3.10137], [3.41290, -0.00075, -2.32762], [2.88918, 0.65172, -1.28202], [1.45241, 0.47858, -0.86232], [0.72039, -0.53470, -1.65083], [-2.73050, -2.68751, -2.60399], [-3.84661, -3.50445, -2.43948], [-5.09977, -2.93269, -2.50935], [-5.20619, -1.56929, -2.76718], [-4.04683, -0.83254, -2.89482], [-2.83079, -1.37385, -2.79684], [3.00312, -1.41936, -3.96897], [4.45195, 0.14818, -2.60190], [3.46932, 1.36949, -0.71068], [0.92592, 1.43115, -1.06415], [-3.70542, -4.56128, -2.25768], [-5.98692, -3.54130, -2.39039], [-6.17196, -1.09313, -2.86358], [-4.07523, 0.23565, -3.07901], [4.08056, -1.31795, 1.21915], [2.18751, -1.33344, 1.34930], [1.74430, -1.45514, 3.18942], [1.58787, -2.92318, 0.55642], [1.33280, 0.23937, 0.67558], [1.70291, 1.82536, 1.64342], [1.24386, 3.35874, 0.63090], [0.70600, 1.85300, 3.25570], [3.53510, 2.03899, 2.12280], [4.46109, -2.32355, 1.41971], [4.54497, -0.64231, 1.94111], [4.40734, -1.02971, 0.22006], [2.05995, -2.42058, 3.59209], [0.66208, -1.37856, 3.32481], [2.22086, -0.67315, 3.78608], [1.90063, -3.79478, 1.14001], [1.96462, -3.04052, -0.46103], [0.49992, -2.91702, 0.51316], [0.26399, 0.04401, 0.85287], [0.19620, 3.34221, 0.32046], [1.84956, 3.43358, -0.27518], [1.40445, 4.27060, 1.21194], [-0.30992, 1.48392, 3.10312], [0.63814, 2.86587, 3.66143], [1.17443, 1.22348, 4.01464], [4.18640, 1.37546, 1.55250], [3.68921, 1.81826, 3.18203], [3.86840, 3.06397, 1.94623]],
  "nbo_charge": [1.474, -0.657, 0.737, -0.781, 0.109, -0.227, -0.168, -0.224, 0.115, -0.543, 0.740, -0.681, -0.801, 0.243, 0.212, 0.242, 0.200, 0.155, 0.136, -0.493, -0.179, -0.261, -0.069, -0.789, 0.083, -0.267, -0.147, -0.280, 0.062, -0.552, 0.211, 0.196, 0.194, 0.176, 0.224, 0.213, 0.218, 0.211, -1.126, 1.698, -1.118, -1.128, -1.159, 1.698, -1.121, -1.118, -1.128, 0.226, 0.222, 0.249, 0.228, 0.240, 0.219, 0.220, 0.242, 0.265, 0.263, 0.238, 0.241, 0.226, 0.236, 0.226, 0.232, 0.240, 0.228, 0.230]
}

=====

[2]
{
  "formula": "C2H6N2O2",
  "method": "the ωB97M-V functional and the def2-TZVPD basis",
  "de_lowest_kcal_mol": 183.2,
  "total_charge": 0,
  "orbital_gap_ev": 9.241,
  "lumo_energy_ha": 0.0234,
  "energy_ev": -9239.37322,
  "species": ["C", "C", "H", "H", "H", "H", "H", "H", "N", "N", "O", "O"],
  "positions_angstrom": [[-0.87892, -0.38478, 1.11730], [0.42250, 0.33214, -0.83365], [-1.74108, -1.17484, 0.69963], [-1.07958, 0.08107, 2.23393], [-0.07734, -1.20549, 1.51684], [-0.65019, 2.03387, 1.40664], [0.74336, 1.04398, -1.56839], [1.68165, -1.59211, -2.45871], [-0.24425, 0.53661, 0.26077], [0.73258, -0.85221, -1.06699], [-0.96319, 1.77172, 0.52767], [2.05445, -0.58996, -1.83503]],
  "nbo_charge": [-0.467, 0.209, 0.227, 0.222, 0.230, 0.467, 0.219, 0.479, -0.148, -0.272, -0.550, -0.616]
}

=====

[3]
{
  "formula": "C3H3ClI2O",
  "method": "the ωB97M-V functional and the def2-TZVPD basis",
  "de_lowest_kcal_mol": 34.1,
  "total_charge": 0,
  "orbital_gap_ev": 8.609,
  "lumo_energy_ha": -0.0185,
  "energy_ev": -33928.68792,
  "species": ["C", "C", "C", "O", "Cl", "I", "I", "H", "H", "H"],
  "positions_angstrom": [[2.57565, 1.83177, 0.24203], [0.26589, 0.15886, 0.08697], [0.51032, 1.50302, 0.66787], [3.11766, 2.84679, 0.08144], [3.29538, 0.28579, 0.29819], [0.40672, 1.71840, 2.78296], [-0.49511, 3.17972, -0.31848], [-0.72397, -0.23079, 0.19261], [0.89850, -0.47442, 0.64109], [0.52266, 0.08542, -0.89662]],
  "nbo_charge": [0.539, -0.741, -0.402, -0.479, -0.008, 0.215, 0.174, 0.234, 0.237, 0.232]
}

=====

[4]
{
  "formula": "C5H15N2",
  "method": "the ωB97M-V functional and the def2-TZVPD basis",
  "de_lowest_kcal_mol": 16.6,
  "smiles": "CC(C)NCC[NH3+]",
  "total_charge": 1,
  "orbital_gap_ev": 10.762,
  "lumo_energy_ha": -0.1140,
  "energy_ev": -8401.95513,
  "species": ["C", "C", "C", "N", "C", "C", "N", "H", "H", "H", "H", "H", "H", "H", "H", "H", "H", "H", "H", "H", "H", "H"],
  "positions_angstrom": [[1.78207, -0.72889, 0.43680], [1.15581, 0.33744, -0.43623], [2.00042, 1.58727, -0.62443], [-0.19412, 0.74401, 0.12092], [-1.45099, 0.41588, -0.57710], [-1.81058, -1.02474, -0.27185], [-1.45654, -1.19334, 1.19632], [2.73527, -0.99440, -0.03234], [1.93074, -0.37292, 1.45564], [1.28075, -1.68991, 0.34104], [0.87655, -0.05602, -1.42052], [2.43141, 1.85357, 0.34092], [1.46098, 2.41494, -1.07420], [2.86355, 1.32982, -1.24051], [-0.15278, 1.71049, 0.41102], [-1.53729, 0.70688, -1.62573], [-2.15421, 1.03199, -0.01487], [-1.29323, -1.78046, -0.85932], [-2.89289, -1.13399, -0.32225], [-2.25556, -0.96807, 1.78624], [-0.70702, -0.39136, 1.22847], [-1.16605, -2.14235, 1.41153]],
  "nbo_charge": [-0.638, -0.043, -0.630, -0.660, -0.249, -0.235, -0.735, 0.243, 0.225, 0.201, 0.188, 0.218, 0.225, 0.239, 0.401, 0.235, 0.212, 0.232, 0.235, 0.430, 0.467, 0.439]
}